No. 1
13
Properties=species:S:1:pos:R:3:forces:R:3:lowdin_charge:R:1 method="wB97M-V/def2-TZVPD" homo_energy_ev=-9.52 gap_ev=10.70 smiles=C1N[C@H]1[C@H]1CO1 de_lowest_kcal_mol=93.5 e_tot_ha=-286.4826
C 1.665093 -0.183615 -0.702811 0.0 1.1 -0.8 -0.15
N 0.785257 -1.367927 -0.420681 1.4 -0.2 -0.2 0.03
C 0.189989 -0.084681 -0.750988 0.3 0.3 -0.1 -0.28
C -0.719565 0.756669 0.112093 0.2 -0.1 -0.2 -0.26
C -1.712202 0.157235 1.014628 -0.2 -0.2 0.0 -0.11
O -0.502050 0.722193 1.507482 0.2 0.0 0.2 -0.04
H 2.131152 0.321082 0.148109 0.1 -0.4 -0.1 0.11
H 2.274522 -0.310913 -1.584128 0.0 0.6 -0.3 0.09
H 1.378013 -1.471096 0.407210 -2.1 -0.5 1.3 0.10
H -0.117383 -0.061217 -1.797971 -0.5 -0.4 0.3 0.14
H -0.965573 1.742499 -0.301744 0.3 -0.2 0.1 0.15
H -2.613220 0.707025 1.297439 0.2 -0.1 -0.2 0.11
H -1.794034 -0.927254 1.071362 0.1 0.1 0.0 0.12

---

No. 2
13
Properties=species:S:1:pos:R:3:forces:R:3:lowdin_charge:R:1 method="wB97M-V/def2-TZVPD" homo_energy_ev="-8.27 / -7.85" gap_ev="8.58 / 7.43" de_lowest_kcal_mol=118.8 e_tot_ha=-286.4424
C -0.796934 -1.242532 0.665604 0.1 0.1 0.2 -0.07
C 0.364271 -0.381440 0.177401 0.2 -0.2 0.4 -0.37
C -0.039234 0.718822 -0.734546 -0.3 0.3 -0.1 -0.19
O -1.114755 0.480687 -1.505755 -0.5 0.0 -0.3 0.03
C 1.314567 0.365830 1.170845 0.2 0.3 -0.9 -0.11
N 2.073949 1.168762 0.630315 -0.2 -0.2 -0.1 0.03
H -0.427445 -1.962713 1.399347 -0.1 0.1 -0.1 0.08
H -1.568318 -0.631284 1.142441 0.1 -0.1 -0.1 0.08
H -1.248361 -1.786347 -0.166754 0.1 0.1 0.1 0.08
H 1.132313 -1.028193 -0.253259 -0.2 -0.1 -0.2 0.14
H 1.855673 1.254064 -0.443949 0.5 0.0 1.0 0.08
H 0.065897 1.749609 -0.416715 0.0 -0.1 0.0 0.11
H -1.611622 1.294735 -1.664974 0.2 -0.2 0.0 0.12

---

No. 3
13
Properties=species:S:1:pos:R:3:forces:R:3:lowdin_charge:R:1 method="wB97M-V/def2-TZVPD" homo_energy_ev=-9.73 gap_ev=10.36 de_lowest_kcal_mol=40.2 e_tot_ha=-286.5676
C -1.532525 -0.324796 0.538036 0.2 -0.2 -0.3 -0.06
C -0.372210 -0.104593 -0.420127 -0.6 0.5 -1.0 -0.41
C 0.580400 1.125993 -0.283658 0.4 -0.4 0.7 -0.02
C 1.521698 0.046520 0.320712 1.2 -0.4 0.3 -0.48
O 2.572968 -0.028006 0.899616 -0.7 0.6 -0.5 0.09
N 0.684980 -1.047712 -0.070955 3.2 -1.4 -2.3 0.05
H -1.884836 -1.332122 0.277584 -0.3 0.3 0.2 0.08
H -1.151089 -0.404851 1.571480 -0.3 0.4 -0.4 0.09
H -2.340300 0.415592 0.415245 0.3 -0.3 0.2 0.08
H -0.653352 -0.269648 -1.443464 -0.6 0.2 -0.5 0.12
H 0.981623 1.506122 -1.266822 -0.5 -0.4 1.1 0.13
H 0.317958 1.932080 0.414005 0.0 -0.1 -0.4 0.11
H 1.274689 -1.514575 -0.951647 -2.3 1.2 2.9 0.21

---

No. 4
13
Properties=species:S:1:pos:R:3:forces:R:3:lowdin_charge:R:1 method="wB97M-V/def2-TZVPD" homo_energy_ev=-8.87 gap_ev=9.85 smiles="O=CCN1CC1" de_lowest_kcal_mol=69.3 e_tot_ha=-286.5212
O -2.995512 -0.047788 1.095354 0.2 -0.1 -0.2 0.05
C -1.925824 -0.326551 0.621194 -0.2 0.3 0.2 -0.24
C -0.683708 0.529792 0.813873 0.0 0.1 0.1 -0.15
N 0.388862 -0.059465 0.091999 0.0 -0.5 0.2 -0.18
C 0.773742 -0.365690 -1.231459 -0.1 -0.1 -0.3 -0.14
C 1.763999 0.077492 -0.180996 0.3 0.0 0.1 -0.13
H -1.775166 -1.252636 0.033832 0.0 0.0 0.0 0.12
H -0.435127 0.438578 1.880674 -0.1 0.2 -0.1 0.13
H -0.944867 1.584842 0.624884 0.1 -0.1 -0.2 0.13
H 0.615386 0.335423 -2.056123 -0.1 0.0 0.2 0.10
H 0.699188 -1.417735 -1.506335 0.1 0.2 -0.1 0.10
H 2.402825 -0.646538 0.321002 0.1 0.0 -0.2 0.10
H 2.245312 1.040613 -0.373169 -0.3 0.0 0.2 0.10